[1]
{"formula": "C4H4CdLiO5", "method": "ωB97M-V/def2-TZVPD", "multiplicity": 2, "total_energy_ev": -19220.2475, "max_force_ev_per_a": 3.9, "gap_ev": [7.968, 6.874], "symbols": ["O", "C", "C", "O", "O", "C", "H", "H", "H", "H", "O", "C", "O", "Li", "Cd"], "positions_angstrom": [[0.3238, 0.8140, 1.7940], [0.8856, -0.3268, 1.8409], [-1.0711, 0.2079, -0.3693], [2.0215, -0.5750, 2.2360], [0.3044, -1.2795, 1.0475], [-1.0025, -1.0269, 0.5408], [-1.9251, 0.0693, -1.0451], [-1.2730, 1.1880, 0.0723], [-1.2634, -1.9315, -0.0187], [-1.7127, -0.8969, 1.3684], [0.2981, -0.4351, -2.3650], [0.2050, 0.3125, -1.3602], [1.0339, 1.2885, -1.2546], [1.1882, 1.9680, 0.5105], [1.9875, 0.6235, -2.9975]], "atomic_forces_ev_per_a": [[-0.3, 0.9, 0.2], [2.3, 1.1, -1.3], [0.7, 0.0, -2.0], [-0.8, -0.3, 0.4], [-0.8, -1.0, 0.0], [0.3, 0.5, 0.4], [0.2, -0.2, -0.2], [0.5, -0.5, 0.4], [0.1, 0.3, 0.0], [0.1, 0.0, -0.2], [-1.3, -0.7, 1.3], [-2.9, -0.2, 0.7], [-0.7, 0.6, 2.1], [-0.3, -0.7, 0.7], [2.8, 0.3, -2.7]], "mulliken_spin": [0.000, 0.001, 0.019, 0.000, 0.000, 0.000, 0.000, 0.000, 0.000, 0.001, -0.003, 0.109, -0.034, 0.002, 0.906]}

[2]
{"formula": "C4H4CeCl2LaN2O4", "method": "ωB97M-V/def2-TZVPD", "charge": 4, "multiplicity": 2, "total_energy_ev": -54173.2746, "max_force_ev_per_a": 12.6, "gap_ev": [5.752, 5.869], "symbols": ["Ce", "La", "Cl", "Cl", "C", "C", "C", "O", "O", "O", "N", "C", "N", "O", "H", "H", "H", "H"], "positions_angstrom": [[0.1474, -0.3254, -3.4646], [0.0516, -0.6858, 0.1161], [2.1617, -0.7607, -1.5751], [-2.0001, -0.6978, -1.8471], [0.1761, 1.4510, -0.5675], [0.3126, -2.2932, -4.8295], [-0.9083, -0.1634, -5.6646], [0.3928, 2.5219, -0.9821], [0.4120, -3.2077, -5.5316], [-1.4993, -0.2223, -6.6647], [-1.0344, 0.8666, 3.9726], [0.1087, 0.4153, 3.4391], [1.2276, 0.3808, 4.1739], [0.1146, -0.0021, 2.2138], [-1.0878, 1.1465, 4.9436], [-1.8607, 0.8506, 3.3870], [2.0730, 0.0518, 3.7292], [1.2126, 0.6739, 5.1514]], "atomic_forces_ev_per_a": [[0.7, 2.0, 1.9], [-0.9, -6.6, 4.8], [-0.4, 0.1, -0.8], [1.1, 0.2, -0.5], [1.6, 11.8, -3.9], [0.8, -7.0, -4.8], [-4.4, 0.0, -7.7], [-1.2, -5.7, 2.3], [-0.5, 4.5, 3.5], [3.2, 0.4, 5.4], [1.0, -0.6, -1.1], [-0.1, 0.8, 3.0], [-1.2, 0.0, -1.0], [0.1, -0.1, -1.4], [-0.2, 0.1, 0.0], [0.0, 0.1, 0.5], [0.1, 0.1, 0.5], [0.3, -0.2, -0.4]], "mulliken_spin": [1.011, 0.001, -0.006, -0.006, 0.000, -0.004, -0.003, 0.000, 0.004, 0.002, 0.000, 0.000, 0.000, 0.000, 0.000, 0.000, 0.000, 0.000]}

[3]
{"formula": "C4H4Cl12Cr2O8S2", "method": "ωB97M-V/def2-TZVPD", "multiplicity": 9, "total_energy_ev": -249371.4920, "relative_energy_kj_mol": 241.95, "max_force_ev_per_a": 9.9, "gap_ev": [2.572, 2.936], "symbols": ["Cr", "Cr", "S", "O", "O", "O", "O", "S", "O", "O", "O", "O", "C", "Cl", "Cl", "Cl", "H", "C", "Cl", "Cl", "Cl", "H", "C", "Cl", "Cl", "Cl", "H", "C", "Cl", "Cl", "Cl", "H"], "positions_angstrom": [[-0.5424, 1.7778, -0.1033], [0.2042, -3.4601, -0.1701], [1.5360, 3.0794, -1.0434], [2.7364, 2.3118, -1.3727], [2.0180, 4.4158, -1.3977], [0.3843, 2.5704, -1.8198], [1.0027, 2.9121, 0.2755], [-0.4681, -0.9023, -0.0015], [0.4480, 0.0816, 0.5134], [-0.7492, -2.0191, 0.9400], [-1.5091, 0.0642, -0.3067], [0.1234, -1.6570, -1.0717], [-0.0817, -0.0110, 3.8534], [-1.0241, 1.5311, 3.9409], [-0.2405, -0.7509, 5.5381], [1.6893, 0.1800, 3.4694], [-0.5867, -0.6614, 3.1392], [-0.3217, -0.7659, -3.9221], [-0.1979, 0.7691, -4.8175], [0.2464, -2.1081, -4.8135], [-1.9497, -0.8943, -3.3407], [0.2870, -0.6930, -3.0208], [-4.4792, -0.9309, 0.7724], [-4.4382, -2.5959, 1.4195], [-3.8541, 0.2772, 1.8296], [-6.0668, -0.4337, 0.2863], [-3.6949, -1.0071, 0.0193], [3.8198, -0.0653, 0.2655], [3.8981, -0.7532, -1.4459], [5.3711, 0.5404, 0.6880], [3.3782, -1.5058, 1.2860], [3.0614, 0.7040, 0.4109]], "atomic_forces_ev_per_a": [[1.8, 2.1, -0.6], [-0.5, 2.4, 0.2], [6.9, 3.2, -6.3], [-0.5, -2.6, 1.4], [-2.7, 0.5, 1.1], [-2.9, -1.1, -1.2], [-1.8, -0.5, 5.8], [0.5, 4.2, 2.6], [3.2, -0.8, 2.0], [-0.7, -1.7, 0.7], [-4.3, -2.5, -1.8], [1.3, -3.1, -3.4], [0.4, 0.4, 1.5], [0.8, -0.7, -0.5], [0.2, 0.2, -1.4], [-1.9, 0.1, 0.4], [0.4, 0.1, 0.1], [0.6, 2.0, 0.8], [0.2, -0.4, 0.0], [0.2, -1.1, -0.7], [-1.1, -0.6, 0.1], [0.1, 0.3, -0.5], [0.9, -0.6, -0.4], [-0.3, 0.1, 0.4], [0.5, 0.5, 1.3], [-0.3, -0.3, -0.6], [-0.9, 0.4, -0.7], [-0.1, -1.2, -1.1], [-0.4, 0.8, 1.0], [0.3, 0.2, 0.3], [0.1, 0.1, 0.0], [0.0, -0.2, -0.6]], "mulliken_spin": [3.999, 4.167, -0.017, -0.001, 0.001, 0.025, -0.014, -0.065, 0.002, -0.032, -0.022, -0.067, 0.004, 0.006, 0.000, 0.000, -0.001, 0.002, 0.000, 0.000, -0.001, 0.002, -0.001, 0.000, 0.006, 0.000, 0.000, 0.001, 0.000, 0.000, 0.005, 0.000]}

[4]
{"formula": "C4H4Cl2", "method": "ωB97M-V/def2-TZVPD", "total_energy_ev": -29253.4827, "relative_energy_kj_mol": 306.43, "max_force_ev_per_a": 4.8, "gap_ev": 9.814, "smiles": "C=C(Cl)Cl.C#C", "symbols": ["C", "C", "Cl", "Cl", "H", "H", "C", "C", "H", "H"], "positions_angstrom": [[-1.1087, 0.1680, -0.5251], [-1.7474, 0.2389, 0.6902], [-1.9526, -1.2612, 1.3381], [-1.7955, 1.5544, 1.7231], [-0.9930, 1.1143, -1.0040], [-0.9183, -0.7845, -1.0100], [1.5947, -0.3812, -0.6207], [2.4141, 0.1445, 0.0933], [1.1315, -1.2483, -0.9700], [3.3753, 0.4549, 0.2852]], "atomic_forces_ev_per_a": [[-2.2, 1.4, 1.8], [3.0, -0.6, -3.7], [-1.1, -2.5, 2.0], [-0.4, 1.0, 0.3], [0.6, 0.3, -0.6], [-0.4, 0.5, 0.1], [1.2, -0.1, 1.3], [-1.2, -0.7, -1.6], [-0.9, -0.4, -0.7], [1.3, 1.0, 1.0]], "nbo_charge": [-0.389, -0.180, 0.054, 0.084, 0.213, 0.217, -0.238, -0.211, 0.224, 0.225]}

[5]
{"formula": "C4H4Cl2O", "method": "ωB97M-V/def2-TZVPD", "total_energy_ev": -31302.5772, "relative_energy_kj_mol": 177.18, "max_force_ev_per_a": 3.4, "gap_ev": 9.487, "smiles": "O=C=CCl.C=CCl", "symbols": ["O", "C", "C", "Cl", "H", "C", "C", "Cl", "H", "H", "H"], "positions_angstrom": [[-1.8439, -0.8153, -0.7091], [-0.9569, -1.5518, -0.6183], [-0.1447, -2.5153, -0.5103], [0.8356, -2.7967, -1.9602], [0.0496, -2.9358, 0.4312], [0.5927, 2.0262, -0.0828], [0.0049, 1.5274, 0.9796], [0.9337, 0.9561, 2.3175], [1.6485, 2.4433, -0.1032], [-0.0270, 2.3436, -0.9623], [-1.0924, 1.3183, 1.2177]], "atomic_forces_ev_per_a": [[0.1, 0.6, -0.1], [-3.0, 1.8, -0.1], [2.6, -1.4, -1.4], [-0.2, -0.2, 0.8], [0.5, -0.7, 0.8], [0.2, 2.1, -1.5], [-1.4, -0.9, 0.9], [0.4, 0.1, 0.5], [-1.3, -1.3, 0.1], [0.5, -0.4, 1.0], [1.7, 0.4, -1.1]], "nbo_charge": [-0.430, 0.689, -0.532, 0.012, 0.262, -0.427, -0.227, -0.026, 0.226, 0.219, 0.235]}

[6]
{"formula": "C4H4Cl3F", "method": "ωB97M-V/def2-TZVPD", "total_energy_ev": -44496.4968, "relative_energy_kj_mol": 77.13, "max_force_ev_per_a": 1.8, "gap_ev": 10.904, "smiles": "C[C@@]1(Cl)[C@H](Cl)[C@@]1(F)Cl", "symbols": ["C", "C", "Cl", "C", "Cl", "C", "F", "Cl", "H", "H", "H", "H"], "positions_angstrom": [[-0.6053, -1.0711, -0.8801], [0.2502, 0.0486, -0.3759], [1.4549, 0.4411, -1.6079], [-0.3320, 1.1427, 0.4593], [-0.0252, 2.7892, 0.1179], [0.6877, 0.1824, 1.0432], [1.9336, 0.5987, 1.3596], [0.3342, -0.9654, 2.3601], [-1.3485, -1.4199, -0.2000], [0.0356, -1.9164, -1.2353], [-1.0672, -0.7066, -1.8063], [-1.3180, 0.8766, 0.7655]], "atomic_forces_ev_per_a": [[0.8, -0.4, -1.6], [0.8, -1.0, -0.7], [0.0, 0.2, 0.4], [0.4, -0.8, 0.4], [0.1, 0.5, 0.2], [0.6, 0.1, 1.3], [0.0, 0.6, -1.0], [-0.7, 0.1, -0.8], [-0.5, -0.2, 0.6], [-0.5, 0.6, 0.7], [-0.3, -0.1, 0.3], [-0.7, 0.3, 0.2]], "nbo_charge": [-0.621, -0.089, 0.016, -0.308, 0.057, 0.337, -0.309, -0.021, 0.229, 0.238, 0.230, 0.241]}

[7]
{"formula": "C4H4ClF2N2", "method": "ωB97M-V/def2-TZVPD", "charge": 1, "total_energy_ev": -25140.1148, "relative_energy_kj_mol": 156.83, "max_force_ev_per_a": 4.5, "gap_ev": 8.225, "smiles": "C=C/N=C(F)\\[NH+]=C(/F)Cl", "symbols": ["C", "C", "N", "C", "F", "N", "C", "F", "Cl", "H", "H", "H", "H"], "positions_angstrom": [[0.2461, 1.6510, 0.3884], [0.8308, 0.9511, -0.6444], [1.5177, -0.1882, -0.4480], [1.0863, -1.2213, 0.0592], [1.7885, -2.1768, 0.5681], [-0.3686, -1.4365, 0.2437], [-1.1704, -0.4509, -0.2155], [-1.1600, -0.3405, -1.5190], [-2.6488, -0.0017, 0.4530], [0.3444, 1.2093, 1.4409], [-0.3186, 2.5025, 0.2883], [0.6322, 1.2342, -1.7446], [-0.7795, -1.7322, 1.1297]], "atomic_forces_ev_per_a": [[1.6, -4.1, 1.1], [-1.9, 1.9, -1.3], [1.2, -0.6, 0.6], [-1.1, 0.0, 0.3], [-0.2, -0.3, -0.3], [-0.5, 1.5, 0.7], [-0.3, -0.6, -1.6], [0.0, 0.3, 0.1], [0.6, -0.2, 0.3], [0.1, 1.0, -1.5], [-1.1, 1.9, -0.5], [0.6, -0.2, 1.9], [1.0, -0.5, 0.3]], "nbo_charge": [-0.371, 0.011, -0.414, 0.833, -0.228, -0.637, 0.667, -0.261, 0.229, 0.218, 0.238, 0.261, 0.454]}

[8]
{"formula": "C4H4ClN2", "method": "ωB97M-V/def2-TZVPD", "charge": 1, "total_energy_ev": -19702.3259, "relative_energy_kj_mol": 331.32, "max_force_ev_per_a": 4.2, "gap_ev": [6.165, 6.166], "symbols": ["C", "C", "C", "C", "N", "N", "Cl", "H", "H", "H", "H"], "positions_angstrom": [[0.3159, -0.5472, -1.0966], [1.6049, -0.4048, -1.0970], [-0.5961, -0.0195, -0.0478], [0.8706, 1.4498, 1.0873], [-0.1851, 0.8675, 0.9335], [-1.8182, -0.5238, 0.2453], [1.8123, 2.3414, 2.0054], [-0.3266, -0.9989, -1.7602], [2.6383, -0.4550, -1.1002], [-2.0359, -1.3908, -0.2683], [-2.2801, -0.3186, 1.0987]], "atomic_forces_ev_per_a": [[1.1, 1.1, 1.1], [-2.5, 1.4, 2.0], [-1.3, 0.1, 3.0], [0.3, -2.0, -2.6], [-0.5, 0.6, 0.3], [3.0, -0.9, -2.8], [0.2, 0.4, 0.7], [-1.0, -1.6, -2.1], [1.4, -0.2, -0.6], [-0.4, 0.8, 0.4], [-0.4, 0.3, 0.7]], "nbo_charge": [-0.446, -0.032, 0.562, 0.350, -0.465, -0.655, 0.325, 0.238, 0.244, 0.433, 0.447]}

[9]
{"formula": "C4H4ClN3O2", "method": "ωB97M-V/def2-TZVPD", "total_energy_ev": -25295.7309, "relative_energy_kj_mol": 418.46, "max_force_ev_per_a": 3.8, "gap_ev": [8.716, 8.716], "smiles": "CC(/C(Cl)=N\\C#N)=[N+](\\[O-])O", "symbols": ["C", "C", "C", "Cl", "N", "C", "N", "N", "O", "O", "H", "H", "H", "H"], "positions_angstrom": [[-0.6576, 0.5523, -0.5697], [0.7259, 0.0547, -0.1357], [1.9754, 0.2051, -0.8580], [2.2082, 1.7487, -1.5461], [3.0147, -0.5543, -0.8609], [2.7996, -1.8062, -0.4236], [2.5908, -2.8012, 0.1651], [0.7009, -0.3157, 1.1229], [-0.3631, -0.3997, 1.6646], [1.8418, -0.5654, 1.7725], [-0.9874, 1.1942, 0.2019], [-1.3305, -0.3264, -0.6727], [-0.5114, 1.0215, -1.6184], [1.6926, -1.2420, 2.4506]], "atomic_forces_ev_per_a": [[2.0, -1.1, -3.1], [-0.5, 0.5, -0.7], [0.9, 0.0, 1.0], [-0.1, 0.6, -0.5], [-0.8, -0.5, -0.7], [-0.5, -1.6, 2.1], [0.6, 1.6, -1.6], [0.1, -0.4, -2.0], [-1.6, -0.6, 2.8], [1.3, 0.4, 0.5], [-0.7, 0.9, 0.4], [0.3, 0.7, 0.2], [-0.6, -0.5, 1.9], [-0.5, -0.1, -0.1]], "nbo_charge": [-0.618, -0.007, 0.275, 0.070, -0.473, 0.409, -0.374, 0.435, -0.429, -0.504, 0.239, 0.242, 0.224, 0.511]}

What did the seventh record say?
{"formula": "C4H4ClF2N2", "method": "ωB97M-V/def2-TZVPD", "charge": 1, "total_energy_ev": -25140.1148, "relative_energy_kj_mol": 156.83, "max_force_ev_per_a": 4.5, "gap_ev": 8.225, "smiles": "C=C/N=C(F)\\[NH+]=C(/F)Cl", "symbols": ["C", "C", "N", "C", "F", "N", "C", "F", "Cl", "H", "H", "H", "H"], "positions_angstrom": [[0.2461, 1.6510, 0.3884], [0.8308, 0.9511, -0.6444], [1.5177, -0.1882, -0.4480], [1.0863, -1.2213, 0.0592], [1.7885, -2.1768, 0.5681], [-0.3686, -1.4365, 0.2437], [-1.1704, -0.4509, -0.2155], [-1.1600, -0.3405, -1.5190], [-2.6488, -0.0017, 0.4530], [0.3444, 1.2093, 1.4409], [-0.3186, 2.5025, 0.2883], [0.6322, 1.2342, -1.7446], [-0.7795, -1.7322, 1.1297]], "atomic_forces_ev_per_a": [[1.6, -4.1, 1.1], [-1.9, 1.9, -1.3], [1.2, -0.6, 0.6], [-1.1, 0.0, 0.3], [-0.2, -0.3, -0.3], [-0.5, 1.5, 0.7], [-0.3, -0.6, -1.6], [0.0, 0.3, 0.1], [0.6, -0.2, 0.3], [0.1, 1.0, -1.5], [-1.1, 1.9, -0.5], [0.6, -0.2, 1.9], [1.0, -0.5, 0.3]], "nbo_charge": [-0.371, 0.011, -0.414, 0.833, -0.228, -0.637, 0.667, -0.261, 0.229, 0.218, 0.238, 0.261, 0.454]}